Entry 1:
A 15-piece molecular cluster, C42H120N6O15 overall at a distorted geometry, computed with ωB97M-V with the def2-TZVPD basis set.

Each line ends with the Mulliken charge.
Atoms and positions in Å:
H: 0.4267 2.5383 0.4530  -0.38
C: -4.9868 -6.8011 -3.6834  0.29
C: 1.5899 -0.1663 -5.5452  -0.60
H: 3.5441 -3.1038 -1.4953  0.39
C: 4.0630 5.4161 -1.6952  -0.15
O: -3.9106 -4.6793 -4.0255  -0.45
H: -5.3799 -1.8673 1.0449  0.37
H: -1.8863 -1.4251 -1.8313  -0.46
H: 3.7552 7.2864 -3.4952  0.24
H: 0.1428 -0.0259 1.1282  -0.91
H: -5.5619 -7.8930 -5.4464  0.38
C: -2.1963 4.0748 -3.3467  -0.18
H: -3.9427 2.7440 1.7524  0.48
O: 5.2627 -1.1314 -1.8697  -0.65
O: 4.7921 4.8101 -0.6569  -0.44
H: -0.9976 -8.2695 5.0156  0.31
H: -1.1359 7.8788 -1.0641  0.34
C: 6.0857 6.7768 -2.3102  -1.37
O: 4.7807 1.1449 0.0691  -0.50
H: 0.5038 4.6429 -0.4289  -0.29
H: -3.4778 0.9126 -2.4497  -0.30
H: -6.0874 -8.3972 -3.0119  0.28
H: 1.7796 1.7004 -6.1548  0.26
H: -5.0758 -6.2557 -5.7590  0.34
O: 0.2424 -6.6233 4.6349  -0.29
H: -5.1063 -4.3362 1.1936  0.46
C: -3.2451 3.5720 1.6349  -0.59
H: -1.2965 0.3321 0.2431  -0.03
C: -4.3614 0.3063 -2.6943  1.44
H: -0.0015 10.7678 -0.5638  0.28
O: 1.7619 1.2168 -5.3255  -0.46
H: 3.5342 6.3088 -1.3220  0.04
H: 1.1301 -5.0255 -0.3497  0.24
N: -5.8350 -7.4703 -2.6801  -0.74
H: -4.4955 0.7320 -4.8006  0.36
H: 0.4228 -8.1445 6.0425  0.31
H: 0.6126 -8.5892 4.3284  0.29
H: 3.3542 5.3562 0.7591  0.37
H: -1.5922 2.7337 -1.7525  -0.01
H: 3.3121 4.7412 -2.1282  0.23
H: 2.5587 -0.6710 -5.6613  0.24
O: -3.6494 -1.5224 0.0563  -0.09
C: -5.6551 -6.8726 -5.0647  -1.36
H: -2.4920 -4.6152 6.6795  0.24
H: 3.8234 1.5133 1.8420  0.29
C: -0.7869 10.2258 -0.0242  -0.77
H: -0.2662 3.3497 -2.7043  0.66
H: 3.9245 -1.4490 -3.4235  0.33
C: -0.2414 -1.4553 -0.4293  2.86
H: -3.5109 -4.3847 5.4420  0.27
H: -2.4287 -6.4823 5.1263  0.20
H: -0.6943 -3.3360 0.3428  0.14
N: 4.2061 6.4583 -3.8634  -0.67
O: -5.2508 0.2365 -1.6007  -0.69
C: -1.2956 2.9902 -2.7750  -0.96
C: 4.2619 0.6756 1.2996  0.97
H: 0.9661 -3.5626 2.7066  -0.28
C: -3.8729 4.6785 0.8157  -0.33
H: 3.3840 3.5817 0.3276  -0.21
C: 0.4652 2.2733 3.7555  -0.53
H: 2.7376 -5.5372 -0.5163  0.49
H: 1.3799 -0.4078 -3.4105  -0.18
C: 0.9214 -0.7810 -4.3248  -0.59
H: -0.3036 -2.2122 1.3946  -0.05
H: -5.1413 2.0115 -3.8018  0.31
H: 2.7133 -2.0343 2.2632  -0.51
H: -3.6219 -4.2455 0.2649  0.14
H: -5.1719 -3.7288 -0.4966  0.26
H: -4.9001 4.9097 1.1181  0.43
H: -6.0817 0.5499 -3.9632  0.39
H: -1.1437 10.8106 0.8197  0.26
N: -0.3249 6.4027 1.2527  -0.54
H: 5.7854 -0.4865 -2.3575  0.31
H: 5.1099 -3.7384 5.3779  0.34
O: 4.1696 -2.1268 4.4987  -0.19
H: 2.3058 -2.8020 5.1385  0.46
C: 0.1886 5.5328 -0.9732  -0.38
H: 3.5589 -0.1069 -2.3095  0.37
H: 0.8047 -1.7736 -0.4550  -1.18
H: 0.9724 -1.8730 -4.2947  0.33
C: -4.5878 -3.7625 0.4206  -1.03
H: 6.7886 7.0774 -3.0889  0.41
H: -4.8844 -0.3624 -0.9352  0.43
C: -2.0118 -5.2395 3.4397  -0.84
H: -1.3304 -4.4215 3.1805  -0.05
H: -1.6012 -6.0693 2.8634  0.32
H: -1.3146 2.0555 -3.3304  0.51
H: 2.9301 -6.4110 1.6957  0.35
C: -5.0614 0.9271 -3.8893  -1.44
C: 1.8960 -0.5126 3.5269  -1.06
O: 1.0947 4.0427 2.2722  -0.34
H: -2.3660 3.1740 1.1224  -0.18
C: -4.4050 -2.3532 0.9423  -0.40
H: 3.1000 -3.7780 3.8499  0.48
C: -0.1506 8.0448 -0.5942  -1.04
C: 2.1379 -1.9862 3.1955  1.15
O: -1.9689 4.2772 -4.7296  -0.62
C: 0.3378 3.7489 3.4434  -0.36
O: -0.2816 8.9961 0.4344  -0.33
C: 0.0541 -7.9679 5.0255  -0.89
H: -0.4279 -0.8479 -2.4927  -0.89
H: 0.1346 2.0932 4.7788  0.48
N: 0.8150 -2.5858 2.9795  0.03
H: 1.0165 -0.4019 -6.4456  0.41
C: -4.8162 -5.3747 -3.1894  -0.40
H: -3.0187 -4.9612 3.1370  0.34
C: 4.8357 -2.7009 5.6003  -0.88
C: 3.9022 -1.1426 -2.3752  -0.65
H: 4.1979 -2.6949 6.4926  0.32
H: 4.9638 0.3962 -0.5157  0.27
H: -0.3829 -5.8884 6.4807  0.49
H: -0.8573 5.3972 -1.2458  -0.22
C: 3.9593 4.4989 0.4536  -0.31
H: 1.1248 -0.4324 4.2949  0.58
H: -3.2482 3.8464 -3.1703  0.20
C: 2.9459 -2.7656 4.2420  -1.42
H: 4.8814 -0.6310 2.9137  0.06
C: -3.3244 -3.5731 -3.3808  -0.44
H: -2.6977 -3.8801 -2.5394  0.23
H: -2.0065 5.0030 -2.7977  0.12
H: 4.6876 4.3422 1.2527  0.38
H: -3.9372 -2.3018 1.9312  0.34
H: 1.5982 2.4425 -0.9201  0.32
C: 2.0678 -5.0630 0.2096  -0.57
H: 5.4526 4.9088 -3.2292  0.37
H: 2.4349 -4.0838 0.4973  -0.12
H: 5.6320 7.6909 -1.9156  0.28
H: -2.7435 -3.0374 -4.1314  0.25
C: 3.1485 -2.0895 -1.4847  0.48
C: 1.9512 -6.0521 1.3556  -0.52
H: -2.7216 -1.8084 0.1799  -0.17
N: -2.5261 -4.4159 5.6847  -0.71
N: -0.8828 -2.3594 0.5527  -0.12
H: 0.7565 4.8695 1.8844  0.18
H: 1.2831 -6.0411 3.1805  0.17
H: 5.9768 0.6991 2.6518  0.32
H: -3.5444 6.6014 0.6611  0.23
H: 6.6531 6.3400 -1.4845  0.32
H: 0.2897 -2.5794 3.8491  0.33
H: -4.4283 -5.4586 -2.1689  0.16
O: 0.4493 0.8261 -0.7326  0.06
H: 1.6133 -0.0135 2.6041  -0.43
H: 1.9233 1.6080 0.5868  -1.21
C: -0.4858 -5.6816 5.4095  -0.83
H: -0.1538 -0.6051 -4.3292  0.57
O: -3.0410 5.8293 0.9347  -0.45
C: -0.2653 -0.0437 0.1099  -0.16
C: 5.0140 5.8163 -2.8117  0.23
H: 1.3839 -6.9460 1.0808  0.32
H: 0.0245 -4.7258 5.2509  0.12
H: 4.7976 6.7178 -4.6406  0.26
H: 3.4654 -0.0633 1.1350  -0.75
C: -0.8070 -1.6201 -1.8285  0.48
H: -0.7078 4.0250 3.2791  0.07
C: 5.3370 -0.0196 2.1327  -1.12
H: -6.7394 -7.0049 -2.6683  0.28
H: -1.0824 5.7350 1.1851  0.04
H: 5.9867 -0.6004 1.4775  0.40
H: -6.7070 -6.5913 -5.0714  0.31
H: 3.0729 -1.7203 -0.4611  -0.64
O: 1.3963 -5.3634 2.4948  -0.26
H: -2.9759 3.9408 2.6244  0.27
H: -5.7721 -4.8358 -3.2200  0.27
H: -1.6228 10.0907 -0.7223  0.32
H: -4.0693 -2.8485 -3.0251  0.26
H: -4.0181 -0.6997 -2.9621  -0.62
H: 2.1137 -2.1704 -1.8232  -0.03
H: 1.4957 1.9414 3.6347  0.05
H: 0.7696 4.3519 4.2504  0.32
H: 1.3767 6.8267 0.2661  -0.11
H: -0.1366 1.6877 3.0575  0.02
H: 0.7899 5.6335 -1.8780  0.70
H: -1.0330 4.1623 -4.9152  0.35
C: -1.9258 -5.5224 4.9293  0.58
H: -0.7487 7.2635 1.5777  0.33
C: 1.1240 1.9063 -0.0995  1.59
H: -4.0155 -7.2818 -3.8018  0.30
H: -3.9880 4.3643 -0.2246  0.15
C: 0.3287 6.7110 -0.0437  0.96
H: 5.7236 -2.1172 5.8324  0.24
H: -0.6138 -2.6226 -2.2101  0.57
H: 2.7723 0.0202 3.9027  0.71
H: 0.5017 8.4182 -1.3954  0.45

E_HOMO in eV: -8.922
HOMO-LUMO gap in eV: 9.38

---

Entry 2:
C42H22Cl2N9RuSTe as an isolated structure at a distorted geometry, computed with ωB97M-V with the def2-TZVPD basis set.

Each line ends with the Mulliken charge.
Atoms and positions in Å:
C: 5.7376 -1.7945 -1.3303  -0.63
C: 2.6048 5.7368 -1.8081  -0.65
H: -3.7317 -4.5744 1.4800  0.42
Te: -2.1890 -0.5762 -1.6839  0.19
C: 0.9158 -3.7218 -4.4607  -0.50
C: 3.8876 -3.1627 -0.5592  -0.42
H: 5.7151 -3.9359 -1.3670  0.41
C: -1.5991 -1.3643 2.4103  -0.28
H: -6.4290 4.1492 1.0557  0.39
N: -1.5589 3.0635 -0.4737  -0.56
C: -5.6673 3.4036 1.2485  -0.61
H: 1.0761 7.1886 -2.2090  0.39
H: -0.8088 5.6534 -1.6808  0.53
C: -3.7827 1.4768 1.7696  0.53
C: 0.2205 -4.1650 3.8185  -0.34
C: -3.5155 2.4912 0.8551  0.34
H: 1.0855 -1.7502 -5.3132  0.46
H: 0.7472 -5.5117 -3.2775  0.43
H: -5.1859 0.5934 3.1332  0.56
C: -2.2250 -2.8731 4.4423  -0.20
Cl: 1.2073 0.0292 -3.1957  -0.18
C: -0.2977 2.8933 -0.8312  -0.36
C: 0.8254 -4.4335 -3.2784  -0.73
H: 0.9188 -4.2374 -5.4112  0.37
C: 0.8018 -3.7627 -2.0679  1.13
N: -1.6611 1.1219 0.9762  -0.24
C: 1.2768 6.1678 -1.9083  -0.53
C: 0.3200 -2.3829 1.9095  -0.62
C: 1.8180 -1.7615 0.2769  2.90
C: -3.2967 -1.8701 -0.4479  -0.10
N: -2.5804 -0.4922 2.5316  -0.42
C: -2.6047 0.6115 1.7826  -0.17
H: -5.9282 -3.1443 1.5454  0.40
H: 3.4047 6.4298 -2.0353  0.39
C: -2.8950 -3.0547 0.1063  0.08
C: -0.5720 -4.5951 4.8783  -0.66
C: 3.2159 -1.9997 -0.2370  -0.70
C: -2.1724 2.2537 0.3582  -0.37
C: 1.8431 3.5915 -1.1543  0.53
C: -1.4339 -2.4612 3.3889  0.19
C: 5.1610 -3.0431 -1.1052  -0.80
H: -2.3685 -4.3249 6.0146  0.41
C: 1.0026 -2.3399 -4.4114  -0.59
N: 1.8186 -0.2921 0.6127  -0.64
C: 3.7989 -0.7575 -0.4471  0.79
N: 1.4811 -2.5669 1.4310  -0.61
Cl: 0.6118 -4.7400 -0.6365  -0.19
C: -5.9330 2.3809 2.1688  -0.64
N: 0.8284 -1.6664 -0.7705  0.69
N: -0.6312 -1.4358 1.4968  0.79
S: -4.9052 -1.5087 0.0342  -0.17
C: -4.9918 1.4013 2.4408  -0.08
C: 1.8051 2.1915 -0.7155  -0.51
H: -6.8948 2.3564 2.6661  0.40
H: 6.7270 -1.7377 -1.7662  0.39
C: 1.0029 -1.6954 -3.1898  1.23
H: -0.2526 -5.4388 5.4775  0.39
C: 0.2182 5.3205 -1.6228  -0.31
Ru: -0.1855 -0.0425 0.0473  -1.07
C: -1.7755 -3.9615 5.1842  -0.65
C: 5.0568 -0.6283 -1.0091  -0.35
H: 3.4336 -4.1298 -0.3890  0.54
C: -0.2387 -3.0931 3.0802  0.40
H: -1.9162 -3.4761 -0.0730  0.41
H: 3.9242 4.0925 -1.3233  0.54
C: 2.9046 4.4405 -1.4188  -0.32
H: 1.1590 -4.6449 3.5750  0.57
H: 5.4831 0.3496 -1.1876  0.53
C: -3.8758 -3.6453 0.9455  -0.75
C: -5.0272 -2.9159 0.9996  -0.52
N: 2.9017 1.5336 -0.4630  -0.57
H: -3.1547 -2.3687 4.6657  0.55
C: 0.5231 4.0164 -1.2584  0.21
C: -4.4562 3.4757 0.5804  -0.23
C: 2.8072 0.2512 -0.0383  -0.33
C: 0.8850 -2.3625 -1.9514  -2.88
N: 0.4864 1.7835 -0.6588  0.45
H: -4.2448 4.2571 -0.1373  0.55

E_HOMO (alpha / beta) in eV: -3.449 / -3.506
Total charge: -1
HOMO-LUMO gap (alpha / beta) in eV: 4.28 / 4.34

---

In eV, the E values for the records above are, in order, -85148.6336, -103081.4518.
In eV, the ΔE to the lowest compared entry with this formula, charge and spin values for the records above are, in order, 0.000, 0.062.